a.
{"formula": "C4H3N3", "method": "ωB97M-V/def2-TZVPD", "e_lumo_ev": -0.72, "smiles": "N#CC1=NN=CC1", "charge": 0, "elements": ["N", "C", "C", "N", "N", "C", "C", "H", "H", "H"], "positions_angstrom": [[2.27716, -1.17785, -1.47425], [1.56427, -0.37829, -1.01706], [0.39944, 0.02854, -0.08250], [0.15255, 1.06911, 0.57778], [-1.07773, 1.28819, 1.08383], [-1.72550, 0.19372, 0.70088], [-0.92885, -0.77225, 0.03937], [-2.95660, 0.27728, 0.88242], [-0.75374, -1.72262, 0.74741], [-1.60964, -1.24113, -0.78543]]}



b.
{"formula": "C4H3N3", "method": "ωB97M-V/def2-TZVPD", "e_lumo_ev": -0.49, "charge": 0, "elements": ["N", "C", "C", "N", "C", "C", "N", "H", "H", "H"], "positions_angstrom": [[1.98441, -0.10281, -1.56566], [0.95074, 0.14182, -1.11107], [0.34276, -0.33973, 1.67196], [-0.54377, -1.32870, 1.05760], [-0.97196, -0.88354, -0.05701], [-0.31331, 0.43925, -0.39936], [0.12111, 0.77215, 0.96367], [-1.74856, -1.37362, -0.64299], [-0.88306, 1.20038, -0.93538], [0.67612, 1.60352, 1.11070]]}



c.
{"formula": "C4H3N3", "method": "ωB97M-V/def2-TZVPD", "e_lumo_ev": 0.28, "charge": 0, "elements": ["N", "C", "C", "N", "C", "C", "N", "H", "H", "H"], "positions_angstrom": [[-1.50047, 0.44212, -2.21030], [-0.51999, 0.15887, -1.65840], [-2.20643, 1.02754, 1.12148], [-1.14800, 0.51231, 1.18188], [0.09582, -0.06982, 1.30067], [0.89077, -0.36517, 0.26829], [0.64893, -0.18530, -1.09125], [0.42450, -0.28305, 2.31088], [1.86319, -0.79874, 0.47066], [1.39423, -0.41380, -1.73056]]}



d.
{"formula": "C4H3N3", "method": "ωB97M-V/def2-TZVPD", "e_lumo_ev": 0.51, "smiles": "N#Cc1ncc[nH]1", "charge": 0, "elements": ["N", "C", "C", "N", "C", "C", "N", "H", "H", "H"], "positions_angstrom": [[-0.49907, 2.33705, -1.75715], [0.25959, 1.47029, -1.60522], [0.47116, 0.32133, -0.75257], [1.42080, -0.43650, -0.27947], [0.83868, -1.05452, 0.82701], [-0.45391, -0.62872, 1.01137], [-0.68859, 0.21968, -0.03212], [1.40362, -1.79001, 1.38408], [-1.21677, -0.68452, 1.78255], [-1.53551, 0.24594, -0.57848]]}



Which structure is most stable? d, by 20.5 kcal/mol over the runner-up.



a.
{"formula": "C3H3O2", "method": "ωB97M-V/def2-TZVPD", "e_lumo_ev": [-6.23, -6.23], "charge": 1, "elements": ["C", "C", "C", "O", "O", "H", "H", "H"], "positions_angstrom": [[-0.36409, -0.85500, 0.09060], [-1.02941, 1.18500, 0.41798], [0.79044, -0.27378, -0.16049], [-1.40458, -0.05230, 0.43903], [1.99514, -0.11288, -0.32013], [-0.53920, -1.93297, 0.02617], [-1.81325, 1.88914, 0.70040], [2.36495, 0.15277, -1.19356]]}



b.
{"formula": "C3H3O2", "method": "ωB97M-V/def2-TZVPD", "e_lumo_ev": -6.18, "charge": 1, "elements": ["C", "C", "C", "O", "O", "H", "H", "H"], "positions_angstrom": [[0.86162, -0.06367, -0.00389], [-0.22671, 1.16336, -0.00315], [-0.01066, -1.09416, -0.00096], [-1.36856, 0.63661, 0.00437], [-1.27874, -0.74342, -0.00157], [1.92350, 0.02935, -0.01885], [-0.07844, 2.23143, 0.00270], [0.17797, -2.15950, 0.02136]]}



Which structure is most stable? b, by 44.2 kcal/mol over the runner-up.



a.
{"formula": "C7H16O", "method": "ωB97M-V/def2-TZVPD", "e_lumo_ev": 0.83, "charge": 0, "elements": ["C", "C", "C", "C", "C", "C", "C", "O", "H", "H", "H", "H", "H", "H", "H", "H", "H", "H", "H", "H", "H", "H", "H", "H"], "positions_angstrom": [[0.29265, -0.02513, 0.44987], [-0.82753, -0.91442, 0.31953], [-0.53269, 0.83501, -1.09577], [1.68122, -0.43236, 0.01972], [0.27464, 0.93606, 1.61697], [-0.99088, -1.98342, -0.72624], [-0.16319, 2.30270, -1.03493], [-0.22775, -1.82436, 1.81743], [0.31401, -2.57711, 1.53906], [-1.75786, -0.54585, 0.74076], [-1.61260, 0.73597, -1.21305], [-0.04767, 0.33039, -1.93220], [0.93989, 1.78517, 1.44255], [2.22241, -0.82535, 0.88233], [1.68309, -1.19432, -0.75892], [2.22897, 0.43700, -0.35694], [-0.73220, 1.30188, 1.82385], [0.61805, 0.39742, 2.50196], [-1.58664, -1.63112, -1.57230], [-1.51341, -2.82752, -0.27388], [-0.03665, -2.35376, -1.10102], [-0.69277, 2.81653, -0.22918], [-0.44102, 2.79918, -1.97188], [0.90795, 2.45740, -0.88772]]}



b.
{"formula": "C7H16O", "method": "ωB97M-V/def2-TZVPD", "e_lumo_ev": 0.77, "smiles": "C/C=C(\\C)CCC.O", "charge": 0, "elements": ["C", "C", "C", "C", "C", "C", "C", "H", "H", "H", "H", "H", "H", "H", "H", "H", "H", "H", "H", "H", "H", "O", "H", "H"], "positions_angstrom": [[1.04383, 1.11635, 2.15012], [1.26990, 0.65079, 0.73825], [0.34539, 0.40351, -0.18047], [-1.13234, 0.61737, 0.05304], [0.70434, -0.09692, -1.56701], [1.21440, -1.54008, -1.53737], [1.15061, -2.21117, -2.91881], [1.60871, 0.54449, 2.88041], [0.00175, 1.08144, 2.46416], [1.31894, 2.16679, 2.22576], [2.33167, 0.52072, 0.53120], [-1.56274, 1.11494, -0.82252], [-1.38789, 1.26437, 0.89736], [-1.65914, -0.31894, 0.22633], [-0.13594, 0.01441, -2.24998], [1.50486, 0.55644, -1.93462], [2.24681, -1.53040, -1.17330], [0.65853, -2.12297, -0.80591], [1.91436, -2.98035, -3.03797], [1.23151, -1.46381, -3.71353], [0.19862, -2.70940, -3.07823], [-3.76058, 1.08613, 2.68136], [-4.31900, 0.61656, 3.30951], [-2.89980, 1.03864, 3.10727]]}



Which structure is most stable? b, by 50.2 kcal/mol over the runner-up.



a.
{"formula": "C7H16O", "method": "ωB97M-V/def2-TZVPD", "e_lumo_ev": [0.94, 0.94], "charge": 0, "elements": ["C", "C", "C", "C", "C", "C", "C", "O", "H", "H", "H", "H", "H", "H", "H", "H", "H", "H", "H", "H", "H", "H", "H", "H"], "positions_angstrom": [[-0.65414, -0.63671, 0.08167], [-0.04693, 0.58962, 0.14109], [-2.55437, 0.71394, 0.37256], [1.84444, -0.78377, -0.47837], [-1.06275, -1.32971, -1.17786], [0.38316, 1.24578, 1.41278], [3.06820, -0.11721, 0.08428], [-3.01829, 1.09467, -0.88773], [-3.30783, 0.31016, -1.36622], [-0.64951, -1.24071, 0.98399], [-0.07963, 1.21397, -0.74643], [-2.43020, 1.59459, 0.99411], [-3.14875, -0.05729, 0.86577], [1.71814, -1.81752, -0.16008], [1.72519, -0.68740, -1.55584], [-2.06314, -1.76045, -1.06919], [-1.05952, -0.64806, -2.02905], [-0.38586, -2.15852, -1.39660], [-0.22368, 2.13198, 1.61395], [0.30820, 0.56757, 2.26414], [1.41646, 1.58860, 1.33453], [3.12288, 0.93976, -0.19588], [4.00558, -0.58133, -0.26330], [3.09234, -0.17196, 1.17771]]}



b.
{"formula": "C7H16O", "method": "ωB97M-V/def2-TZVPD", "e_lumo_ev": 0.81, "smiles": "C=CCCCCC.O", "charge": 0, "elements": ["C", "C", "C", "C", "C", "C", "C", "H", "H", "H", "H", "H", "H", "H", "H", "H", "H", "H", "H", "H", "H", "O", "H", "H"], "positions_angstrom": [[-1.24590, 2.22652, -1.37069], [-1.04902, 1.82313, -0.12553], [-1.45071, 0.53154, 0.51153], [-1.29682, -0.74356, -0.35578], [0.19531, -0.95833, -0.73273], [1.16726, -1.12408, 0.42490], [0.78160, -2.29757, 1.34549], [-1.50945, 1.43868, -2.08212], [-0.95645, 3.15178, -1.83419], [-0.59323, 2.52014, 0.58147], [-2.52107, 0.71457, 0.69242], [-0.93598, 0.34163, 1.44973], [-1.84017, -0.60612, -1.28227], [-1.62516, -1.57774, 0.25310], [0.25205, -1.87705, -1.33583], [0.48085, -0.11340, -1.36134], [2.19970, -1.29288, 0.10313], [1.16529, -0.16445, 0.95224], [1.55879, -2.49589, 2.08260], [-0.19938, -2.09656, 1.77444], [0.66719, -3.21328, 0.76933], [2.05391, 2.22220, -0.38170], [2.13958, 2.12542, 0.57103], [2.56184, 1.46529, -0.64924]]}



c.
{"formula": "C7H16O", "method": "ωB97M-V/def2-TZVPD", "e_lumo_ev": 0.84, "smiles": "C=CCCCCC.O", "charge": 0, "elements": ["C", "C", "C", "C", "C", "C", "C", "H", "H", "H", "H", "H", "H", "H", "H", "H", "H", "H", "H", "H", "H", "O", "H", "H"], "positions_angstrom": [[0.39165, -2.88461, -1.27987], [1.35441, -2.01699, -0.86551], [1.39881, -0.51488, -1.01788], [0.09275, 0.21173, -1.25583], [-0.53313, 0.84961, 0.01958], [-0.05721, 2.23380, 0.50100], [-0.91771, 3.23845, -0.38566], [-0.51475, -2.61256, -1.68914], [0.60497, -3.94802, -1.25370], [2.21901, -2.34366, -0.41291], [2.16692, -0.42139, -1.85245], [1.98116, -0.05432, -0.11898], [-0.59692, -0.48098, -1.71507], [0.18954, 1.04201, -1.96760], [-1.70064, 0.89921, -0.00031], [-0.31351, 0.02104, 0.85872], [-0.07112, 2.53722, 1.56428], [1.04711, 2.36548, 0.14903], [-0.67630, 4.21903, -0.16000], [-0.83136, 3.13854, -1.47102], [-2.02948, 3.12096, -0.10834], [-1.19978, -1.32603, 3.47701], [-1.67029, -2.10392, 3.36337], [-0.58347, -1.47299, 2.70314]]}



d.
{"formula": "C7H16O", "method": "ωB97M-V/def2-TZVPD", "e_lumo_ev": 0.87, "smiles": "CC(C)(C)O.C=CC", "charge": 0, "elements": ["C", "C", "C", "C", "O", "H", "H", "H", "H", "H", "H", "H", "H", "H", "H", "C", "C", "C", "H", "H", "H", "H", "H", "H"], "positions_angstrom": [[-2.67238, -0.36563, -1.42096], [-2.05559, -0.05212, -0.08116], [-2.58610, -1.06393, 1.09417], [-0.44808, 0.05596, -0.01797], [-2.47000, 1.23985, 0.25636], [-2.76233, 0.51564, -2.09429], [-3.66492, -0.86767, -1.32012], [-1.86384, -1.05308, -1.80706], [-2.44017, -2.16395, 1.11007], [-3.69555, -1.04782, 1.16891], [-2.23280, -0.82152, 2.22578], [0.11870, 0.72159, -0.69008], [-0.13531, 0.14085, 0.96146], [-0.05328, -0.90782, -0.30985], [-2.02760, 1.58118, 1.04032], [2.56358, -0.76802, -0.22460], [3.08617, 0.38206, -0.57042], [3.66763, 1.40424, 0.41014], [2.65205, -0.93619, 0.78375], [2.29835, -1.47653, -0.94932], [3.01876, 0.70024, -1.57837], [4.60036, 0.92885, 1.04909], [4.22373, 2.13657, -0.16597], [2.87860, 1.71727, 1.13010]]}



Which structure is most stable? b, by 23.0 kcal/mol over the runner-up.



a.
{"formula": "C7H16O", "method": "ωB97M-V/def2-TZVPD", "e_lumo_ev": [-0.22, 0.52], "charge": 0, "elements": ["C", "C", "C", "C", "C", "C", "C", "O", "H", "H", "H", "H", "H", "H", "H", "H", "H", "H", "H", "H", "H", "H", "H", "H"], "positions_angstrom": [[-2.62605, -1.16739, -0.14224], [-2.57727, 1.41350, -0.33377], [1.88828, 0.89199, 1.25257], [2.16133, -1.43716, 0.20361], [0.92592, 0.11307, -1.04298], [-2.14580, 0.12531, 0.33989], [2.02827, 0.07540, -0.05714], [3.17162, 0.85378, -0.60623], [-3.48766, -1.59763, 0.39766], [-3.10884, -1.01399, -1.12903], [-1.72330, -1.87046, -0.17322], [-3.76803, 1.64987, -0.25523], [-2.57961, 1.50227, -1.44305], [-2.19271, 2.21635, 0.20263], [0.97243, 1.57791, 1.14385], [2.76113, 1.51008, 1.38387], [1.88442, 0.12948, 2.05334], [1.19207, -1.93224, 0.38205], [2.80534, -1.60222, 1.07329], [2.73991, -2.01738, -0.66887], [0.12585, 0.76135, -0.87386], [0.47763, -0.83571, -1.55575], [-2.00951, 0.05590, 1.40306], [3.08457, 0.59791, -1.55444]]}



b.
{"formula": "C7H16O", "method": "ωB97M-V/def2-TZVPD", "e_lumo_ev": 0.64, "smiles": "C=C(C)CCCC.O", "charge": 0, "elements": ["C", "C", "C", "C", "C", "C", "C", "H", "H", "H", "H", "H", "H", "H", "H", "H", "H", "H", "H", "H", "H", "O", "H", "H"], "positions_angstrom": [[-0.60442, 1.96654, -0.69955], [-1.22199, 0.73560, -0.66939], [-2.66474, 0.61552, -0.24150], [-0.62661, -0.50963, -1.25470], [0.88952, -0.36763, -1.40365], [1.69376, -0.21497, -0.07713], [2.30267, -1.55817, 0.31936], [-0.95490, 2.94846, -0.49082], [0.33824, 2.10418, -1.15509], [-3.35656, 1.43100, -0.47566], [-2.50619, 0.53988, 0.93635], [-3.13869, -0.27528, -0.77342], [-0.76868, -1.45377, -0.52863], [-1.26693, -0.76127, -2.20245], [0.94669, 0.49244, -2.13360], [1.39105, -1.06270, -2.16161], [0.96902, 0.17961, 0.70573], [2.48005, 0.59361, -0.08814], [3.10511, -1.25591, 1.11401], [1.60368, -2.37743, 0.73792], [2.88360, -2.03701, -0.49667], [-0.65024, 0.48785, 3.87051], [-0.98917, -0.38653, 3.87861], [0.14572, 0.16564, 3.28952]]}



Which structure is most stable? b, by 72.3 kcal/mol over the runner-up.



a.
{"formula": "C4H14O2S2", "method": "ωB97M-V/def2-TZVPD", "e_lumo_ev": 0.46, "smiles": "CCCSSC.O.O", "charge": 0, "elements": ["C", "C", "C", "S", "S", "C", "H", "H", "H", "H", "H", "H", "H", "H", "H", "H", "O", "H", "H", "O", "H", "H"], "positions_angstrom": [[-0.43983, -1.58610, 0.64422], [-1.94422, -1.70939, 0.34538], [-2.68360, -0.38297, 0.64348], [-2.69712, 0.65995, -0.83013], [-1.51603, 2.25661, -0.53369], [0.14041, 1.79635, 0.00996], [0.07745, -1.09668, -0.17511], [-0.19476, -1.20672, 1.63437], [-0.03130, -2.59983, 0.76282], [-2.08432, -2.05945, -0.67461], [-2.31720, -2.48075, 1.02081], [-3.70538, -0.58149, 0.95425], [-2.18585, 0.04587, 1.49986], [0.79245, 1.24466, -0.64923], [0.52816, 2.71509, 0.44447], [0.03306, 1.17174, 0.90152], [2.82286, 0.67069, 0.54899], [2.81987, 0.93691, -0.37761], [3.60573, 0.92811, 1.01338], [3.18028, 0.70859, -2.23323], [2.25381, 0.71727, -2.49617], [3.54552, -0.14848, -2.45373]]}



b.
{"formula": "C4H14O2S2", "method": "ωB97M-V/def2-TZVPD", "e_lumo_ev": 0.52, "smiles": "CCCSSC.O.O", "charge": 0, "elements": ["C", "C", "C", "S", "S", "C", "H", "H", "H", "H", "H", "H", "H", "H", "H", "H", "O", "H", "H", "O", "H", "H"], "positions_angstrom": [[0.28657, -0.39080, -0.87218], [-0.56002, -0.75017, -2.11147], [-1.99790, -1.08580, -1.74938], [-3.13355, 0.22276, -1.24752], [-3.00974, 0.39394, 0.75834], [-1.92882, 1.80441, 1.11825], [1.13203, 0.26992, -1.10269], [-0.31966, 0.20313, -0.18063], [0.73908, -1.19448, -0.29423], [-0.54955, 0.14834, -2.72147], [-0.10050, -1.65723, -2.50153], [-2.38959, -1.69082, -2.57021], [-2.03684, -1.84249, -0.94872], [-2.36795, 2.21366, 2.02143], [-0.87557, 1.51401, 1.16221], [-1.87530, 2.57883, 0.34825], [6.77501, -1.20440, 0.44554], [6.63132, -0.91694, 1.35889], [5.90339, -1.15624, 0.06251], [6.44729, 0.50787, 2.99833], [5.66356, 0.44925, 3.51233], [7.17701, 0.15904, 3.51264]]}



c.
{"formula": "C4H14O2S2", "method": "ωB97M-V/def2-TZVPD", "e_lumo_ev": 0.39, "smiles": "CCSSCC.O.O", "charge": 0, "elements": ["C", "C", "S", "S", "C", "C", "H", "H", "H", "H", "H", "H", "H", "H", "H", "H", "O", "H", "H", "O", "H", "H"], "positions_angstrom": [[-0.53458, -1.93967, 1.84089], [-0.25899, -0.50019, 2.18756], [0.91044, 0.29132, 1.06695], [-0.15122, 1.14460, -0.46662], [-0.01347, -0.07613, -1.79845], [-1.27654, -0.93307, -1.97086], [-1.24912, -2.40207, 2.49695], [0.39650, -2.48641, 1.79218], [-0.99431, -1.96869, 0.84172], [0.25177, -0.42821, 3.15206], [-1.19763, 0.03926, 2.31690], [0.22987, 0.42702, -2.71653], [0.82055, -0.72275, -1.55954], [-1.50408, -1.33679, -0.99084], [-1.06109, -1.77308, -2.63964], [-2.13063, -0.34310, -2.29751], [-3.03570, 2.83941, -1.84960], [-2.32202, 2.69229, -2.47670], [-2.76886, 2.42954, -1.02059], [3.74530, -2.10268, 0.93792], [3.10916, -1.78606, 1.59690], [4.22139, -1.29183, 0.69943]]}



Which structure is most stable? c, by 9.0 kcal/mol over the runner-up.